12
Properties=species:S:1:pos:R:3:forces:R:3 method="wB97M-V/def2-TZVPD" largest_force_ha_per_bohr=0.04108 e_homo_ev=-8.3 e_above_lowest_kj_mol=300.0 charge=0
C 1.39945 -0.65760 0.66666 -0.019 -0.195 0.126
C 0.05976 -0.34209 0.05613 -0.070 0.451 0.262
C -0.55978 0.84464 0.38403 0.049 0.218 0.483
C -1.49896 1.20213 -0.59400 0.141 -1.016 -0.037
N -1.72267 0.32794 -1.53749 1.623 -1.302 0.362
N -0.52454 -0.98936 -0.93583 -0.370 1.619 -0.136
H 1.55701 -1.70492 0.92761 -0.089 -0.002 -0.062
H 2.19036 -0.34906 -0.03143 -0.232 -0.129 0.090
H 1.51645 -0.04061 1.56149 0.029 -0.214 -0.078
H -0.50668 1.28570 1.35760 0.469 0.586 0.062
H -1.97736 2.20359 -0.55170 -0.217 -1.073 -0.444
H 0.05919 -1.77106 -1.31137 -1.313 1.058 -0.630


12
Properties=species:S:1:pos:R:3:forces:R:3 method="wB97M-V/def2-TZVPD" largest_force_ha_per_bohr=0.04610 e_homo_ev=-10.3 e_above_lowest_kj_mol=191.5 smiles=C[C@H]1N[C@H]1C#N charge=0
C 1.28290 1.27728 0.04648 -0.063 0.872 1.269
C 1.16870 -0.17601 -0.33662 1.122 0.155 -0.656
N 0.71903 -1.14963 0.64165 -1.085 0.848 1.028
C -0.18979 -0.76231 -0.47899 0.645 -0.617 -0.009
C -1.35095 0.00905 -0.13358 -1.989 0.805 0.298
N -2.34127 0.55055 0.15557 1.718 -0.781 -0.459
H 1.99334 1.29238 0.98811 -1.494 0.474 -1.778
H 0.19208 1.63106 0.29168 2.334 -0.176 -0.103
H 1.71818 1.94150 -0.77520 -0.622 -1.018 1.150
H 2.02094 -0.57116 -0.95650 -1.209 0.331 0.432
H 0.33204 -0.65186 1.48857 0.776 -0.666 -0.977
H -0.36606 -1.53640 -1.20095 -0.134 -0.228 -0.196


12
Properties=species:S:1:pos:R:3:forces:R:3 method="wB97M-V/def2-TZVPD" largest_force_ha_per_bohr=0.02322 e_homo_ev="-7.7 / -7.7" e_above_lowest_kj_mol=275.4 charge=0
C 0.61564 -0.49765 1.15299 -0.059 0.040 -0.048
N 0.05418 -0.26870 -0.19456 0.025 -0.143 -0.336
C -0.00029 -1.26225 -1.05581 -0.003 0.220 0.255
C -0.24661 0.99828 -0.61563 -0.011 0.086 -0.105
C -0.98973 1.93891 0.12023 -0.447 0.756 0.489
N -1.62421 2.79555 0.59448 0.686 -0.940 -0.265
H 0.05968 0.10307 1.88041 0.089 -0.112 -0.230
H 1.66352 -0.18299 1.14476 -0.227 -0.018 0.047
H 0.53298 -1.56094 1.39781 -0.024 0.275 -0.044
H -0.61567 -1.12221 -1.93583 0.318 -0.020 0.037
H 0.61289 -2.13753 -0.90710 -0.142 -0.073 0.130
H -0.08644 1.18869 -1.66688 -0.204 -0.070 0.070


13
Properties=species:S:1:pos:R:3:forces:R:3 method="wB97M-V/def2-TZVPD" largest_force_ha_per_bohr=0.03548 e_homo_ev=-8.7 e_above_lowest_kj_mol=344.4 charge=0
C 1.01510 1.86099 -0.85986 0.664 -0.328 0.143
C -0.16344 1.39378 -0.37812 0.198 0.250 -1.120
C -0.86630 0.19016 -0.76533 -0.116 0.077 -0.091
N -0.90554 -0.98966 -0.25304 0.203 0.427 -0.061
C -0.03511 -1.15848 0.85258 0.215 0.065 0.209
N -0.18287 -2.37606 1.43544 -0.034 0.009 0.067
O 0.76693 -0.32483 1.24292 -0.098 -0.330 0.024
H 1.65301 1.34707 -1.56881 0.557 -0.373 0.390
H 1.30693 2.87307 -0.56891 -0.089 -0.113 -0.454
H -0.40044 2.34380 -1.00028 -1.486 0.294 1.016
H -1.56263 0.37124 -1.58805 -0.022 -0.095 0.028
H 0.31510 -2.55470 2.29194 -0.067 0.022 -0.132
H -0.94074 -2.97639 1.15952 0.076 0.095 -0.018